[1]
A gas-phase ion, C2H8N3S2 (charge +1). Source: OMol25; level of theory: ωB97M-V with the def2-TZVPD basis set.

Properties
total charge	+1
HOMO energy	-13.039	eV
orbital gap	9.1	eV
LUMO	-3.9112	eV

Last columns: bonded neighbours and bond lengths (Å).
Cartesian coordinates (Å):
1 S 1.7674 1.2797 0.7659  C7 1.725, H9 1.353
2 S -1.7154 -1.9922 -0.5873  C6 1.839, H14 1.299
3 N -0.6142 0.4157 -0.3559  C6 1.555, C7 1.325, H8 0.989
4 N -0.3760 2.5611 0.2522  C7 1.314, H12 1.024, H15 0.981
5 N 0.6906 -1.4384 0.4967  C6 1.397, H11 0.951, H13 1.014
6 C -0.1363 -1.0504 -0.5598  S2 1.839, N3 1.555, N5 1.397, H10 1.217
7 C 0.1611 1.3671 0.1445  S1 1.725, N3 1.325, N4 1.314
8 H -1.5872 0.5732 -0.4430  N3 0.989
9 H 2.0705 0.1374 0.1080  S1 1.353
10 H 0.5440 -1.1863 -1.5594  C6 1.217
11 H 1.2494 -2.2044 0.4254  N5 0.951
12 H -1.3649 2.4792 0.5051  N4 1.024
13 H 0.5145 -1.2564 1.4786  N5 1.014
14 H -1.3546 -2.8020 -1.5368  S2 1.299
15 H 0.1511 3.1168 0.8659  N4 0.981

natural (NBO) atomic charge list, values in e, 4 entries: atom 1 (S): 0.160, atom 2 (S): -0.011, atom 3 (N): -0.571, atom 4 (N): -0.710

=====

[2]
2 unconnected molecules or ions with the total composition C2H8N4. Source: OMol25; level of theory: ωB97M-V with the def2-TZVPD basis set.

Properties
HOMO energy (alpha / beta)	-6.866 / -6.870	eV
orbital gap (alpha / beta)	7.9 / 7.9	eV
LUMO (alpha / beta)	0.9927 / 0.9920	eV

Last columns: bonded neighbours and bond lengths (Å).
Cartesian coordinates (Å):
1 N -0.7494 1.5353 0.5855  N3 1.219
2 N -1.1792 -1.1487 -0.2982  C5 1.369, H9 1.013, H10 1.010
3 N -1.3500 1.8209 -0.4362  N1 1.219, H14 1.045
4 N 1.4463 -0.4054 -0.7334  C6 1.451, H7 1.012, H8 1.014
5 C -0.4920 -0.5815 0.7405  N2 1.369, C6 1.449, H13 1.083
6 C 0.8993 -0.2050 0.5958  N4 1.451, C5 1.449, H11 1.251, H12 1.095
7 H 2.2869 0.1402 -0.8724  N4 1.012
8 H 1.6583 -1.3807 -0.9121  N4 1.014
9 H -0.8699 -0.8317 -1.2095  N2 1.013
10 H -2.1859 -1.1464 -0.2173  N2 1.010
11 H 0.7173 1.0320 0.6488  C6 1.251
12 H 1.5107 -0.5291 1.4447  C6 1.095
13 H -0.8790 -0.7525 1.7373  C5 1.083
14 H -0.8135 2.4524 -1.0733  N3 1.045

natural (NBO) atomic charge list, values in e, 4 entries: atom 1 (N): -0.256, atom 2 (N): -0.790, atom 3 (N): -0.412, atom 4 (N): -0.853

=====

Ordered maximum force results: 0.076, 0.030; unit hartree/bohr.
Ordered energy relative to the best compared isomer or geometry (same formula, charge and spin) results: 124.69, 380.33; unit kJ/mol.
Ordered total energy results: -1041.369713, -299.885853; unit hartree.